No. 1
A cluster of 2 separate species, C26H24IO4 in total in a non-equilibrium geometry. Source: OMol25; level of theory: ωB97M-V/def2-TZVPD.

Geometry as XYZ:
```
55
Properties=species:S:1:pos:R:3:lowdin_charge:R:1
C 3.129 -4.982 0.290 -0.040
C 2.001 -3.985 0.358 -0.266
C 1.094 -3.803 -0.700 -0.007
C 0.104 -2.813 -0.624 -0.024
C -0.102 -2.103 0.554 -0.135
C -1.366 -1.178 0.718 -0.119
C -1.332 -0.226 1.943 -0.198
C -2.420 -0.259 2.816 -0.038
C -2.357 0.430 4.029 -0.046
C -1.227 1.189 4.332 -0.049
C -0.164 1.270 3.428 -0.025
C -0.216 0.545 2.227 -0.040
C 0.729 -2.373 1.645 -0.029
C 1.784 -3.280 1.548 -0.025
H 3.972 -4.643 0.905 0.085
H 2.800 -5.962 0.667 0.096
H 3.503 -5.113 -0.730 0.085
H 1.153 -4.417 -1.604 0.129
H -0.526 -2.623 -1.492 0.101
H -2.176 -1.908 0.944 0.200
H -3.298 -0.862 2.563 0.126
H -3.205 0.391 4.712 0.118
H -1.148 1.673 5.304 0.118
H 0.694 1.907 3.646 0.120
H 0.631 0.521 1.541 0.094
H 0.565 -1.867 2.594 0.121
H 2.430 -3.439 2.420 0.131
C -4.310 1.125 0.352 0.045
C -4.045 0.785 -1.115 -0.459
C -5.157 1.261 -2.065 0.037
O -2.757 1.342 -1.551 0.106
C -1.688 0.858 -0.784 -0.314
O -0.721 1.549 -0.520 0.242
C -1.829 -0.542 -0.420 0.151
I 3.352 -0.173 -0.645 0.916
C 2.734 1.765 -1.121 -0.732
C 3.026 2.355 -2.362 -0.139
C 2.911 3.748 -2.470 -0.075
C 2.504 4.504 -1.359 -0.079
C 2.056 3.873 -0.189 -0.078
C 2.130 2.484 -0.086 -0.202
C -2.766 -1.222 -1.333 -0.347
O -2.498 -2.140 -2.083 0.219
O -4.018 -0.658 -1.348 0.116
H -3.357 1.196 0.895 0.078
H -4.797 2.112 0.415 0.116
H -4.948 0.387 0.867 0.117
H -4.932 0.973 -3.097 0.106
H -6.113 0.786 -1.821 0.111
H -5.273 2.343 -2.013 0.104
H 3.355 1.737 -3.195 0.098
H 3.137 4.244 -3.418 0.111
H 2.506 5.595 -1.412 0.107
H 1.646 4.450 0.642 0.109
H 1.762 1.961 0.788 0.053
```

Calculated values
relative energy (zero: lowest compared OMol25 entry of this formula, charge and spin)	25.8	kcal/mol
M	527.38	g/mol
LUMO level	-7.69	eV
HOMO energy	-10.840	eV
total charge	+1

---

No. 2
The ion C26H24NO with charge +1 in a non-equilibrium geometry. Source: OMol25; level of theory: ωB97M-V/def2-TZVPD.

Geometry as XYZ:
```
52
Properties=species:S:1:pos:R:3:lowdin_charge:R:1
C -5.599 -0.806 2.973 -0.061
C -4.556 -0.746 3.898 -0.061
C -3.412 -0.017 3.573 -0.028
C -3.341 0.734 2.398 -0.144
C -2.079 1.592 2.234 -0.230
C -2.182 2.848 1.462 -0.095
N -0.962 3.013 0.653 0.031
C 0.289 2.995 1.245 0.091
C 1.476 3.490 0.696 -0.131
C 1.433 4.065 -0.597 -0.124
C 2.558 4.783 -1.091 -0.002
C 3.675 4.848 -0.331 -0.038
C 3.761 4.220 0.928 -0.022
C 2.675 3.529 1.430 0.010
C 0.150 4.024 -1.201 0.008
C -0.950 3.570 -0.609 -0.041
O -1.103 1.332 3.026 0.017
C -4.387 0.658 1.455 -0.022
C -5.518 -0.097 1.766 -0.063
H -6.531 -1.309 3.278 0.119
H -4.601 -1.242 4.863 0.113
H -2.544 -0.078 4.236 0.127
H -2.975 2.784 0.688 0.134
H 0.342 2.300 2.099 0.142
H 2.455 5.344 -2.034 0.136
H 4.516 5.445 -0.662 0.124
H 4.650 4.326 1.526 0.117
H 2.708 3.068 2.408 0.129
H 0.056 4.436 -2.239 0.152
H -1.889 3.297 -1.174 0.167
H -4.289 1.077 0.465 0.108
H -6.364 -0.131 1.098 0.106
C -3.013 5.255 1.640 -0.066
C -2.809 4.050 2.583 -0.358
C -1.688 4.417 3.568 -0.055
C -4.090 3.699 3.321 -0.169
C -4.055 3.093 4.620 -0.025
C -5.197 2.473 5.135 -0.069
C -6.380 2.545 4.390 -0.079
C -6.506 3.302 3.216 -0.066
C -5.359 3.900 2.699 -0.032
H -3.547 4.872 0.700 0.094
H -3.626 6.121 2.001 0.112
H -2.021 5.624 1.269 0.090
H -1.390 3.507 4.121 0.071
H -0.763 4.729 3.019 0.085
H -1.924 5.218 4.359 0.135
H -3.123 3.020 5.194 0.115
H -5.133 1.907 6.074 0.119
H -7.284 2.121 4.833 0.110
H -7.463 3.409 2.697 0.114
H -5.445 4.498 1.788 0.106
```

Calculated values
relative energy (zero: lowest compared OMol25 entry of this formula, charge and spin)	14.8	kcal/mol
M	366.48	g/mol
SMILES string	CC(C)(c1ccccc1)[C@H](C(=O)c1ccccc1)[n+]1ccc2ccccc2c1
LUMO level	-4.40	eV
HOMO energy	-11.388	eV
total charge	+1

---

No. 3
A structure of composition C26H24NO10SSr. Source: OMol25; level of theory: ωB97M-V/def2-TZVPD.

Geometry as XYZ:
```
63
Properties=species:S:1:pos:R:3:lowdin_charge:R:1
Sr -0.186 -2.468 1.179 1.619
O -1.129 -2.632 3.691 -0.147
C -2.525 -2.325 3.676 -0.220
C -3.285 -3.237 2.732 -0.176
N -2.778 -3.156 1.363 -0.242
C -3.482 -2.155 0.560 -0.102
C -2.599 -1.480 -0.510 -0.694
O -3.013 -0.399 -0.946 -0.028
O -1.530 -2.077 -0.846 -0.181
C -2.723 -4.485 0.749 -0.117
C -1.708 -5.394 1.482 -0.689
O -1.988 -6.581 1.603 0.008
O -0.648 -4.799 1.897 -0.208
H -1.022 -3.595 3.573 0.066
H -2.604 -1.278 3.376 0.117
H -2.949 -2.434 4.680 0.117
H -4.359 -3.009 2.785 0.129
H -3.173 -4.265 3.086 0.131
H -3.838 -1.359 1.215 0.123
H -4.369 -2.572 0.062 0.131
H -2.397 -4.363 -0.286 0.124
H -3.705 -4.975 0.740 0.126
O 4.141 -1.392 0.318 0.014
C 3.017 -1.371 -0.180 -0.647
O 1.949 -1.851 0.333 -0.246
C 2.834 -0.646 -1.507 -0.128
C 1.622 -0.658 -2.185 -0.034
C 1.430 0.081 -3.359 0.020
C 2.501 0.813 -3.807 -0.221
O 2.572 1.629 -4.915 0.017
C 3.906 2.129 -4.946 -0.156
O 4.600 1.643 -3.805 0.014
C 3.711 0.815 -3.144 -0.212
C 3.916 0.098 -1.997 0.059
H 0.795 -1.236 -1.795 0.092
H 0.483 0.076 -3.881 0.121
H 3.882 3.222 -4.918 0.129
H 4.403 1.777 -5.855 0.130
H 4.852 0.100 -1.455 0.130
O -0.520 0.033 1.565 -0.591
S -0.295 0.793 0.270 1.042
C -1.287 2.273 0.389 -0.360
C -2.300 2.429 -0.542 -0.067
C -3.097 3.568 -0.473 -0.071
C -2.887 4.507 0.524 -0.090
C -1.876 4.323 1.466 -0.081
C -1.068 3.204 1.398 -0.065
C 1.301 1.587 0.399 -0.379
C 2.199 1.159 1.355 -0.070
C 3.489 1.679 1.345 -0.061
C 3.855 2.612 0.390 -0.080
C 2.939 3.029 -0.572 -0.080
C 1.659 2.510 -0.578 -0.079
H -2.484 1.643 -1.262 0.090
H -3.895 3.708 -1.191 0.103
H -3.514 5.388 0.574 0.098
H -1.720 5.059 2.245 0.100
H -0.268 3.053 2.112 0.119
H 1.902 0.398 2.063 0.114
H 4.215 1.321 2.062 0.112
H 4.867 2.998 0.374 0.103
H 3.236 3.739 -1.334 0.106
H 0.946 2.799 -1.342 0.120
```

Calculated values
relative energy (zero: lowest compared OMol25 entry of this formula, charge and spin)	0.0	kcal/mol
M	630.16	g/mol
LUMO level	2.36	eV
HOMO energy	-5.714	eV
total charge	-1

---

No. 4
A cluster of 2 separate species, C26H24NO6S2 in total in a non-equilibrium geometry. Source: OMol25; level of theory: ωB97M-V/def2-TZVPD.

Geometry as XYZ:
```
59
Properties=species:S:1:pos:R:3:lowdin_charge:R:1
C 1.499 -0.326 4.138 -0.081
C 1.180 -1.716 3.673 -0.222
O 0.801 -1.591 2.267 -0.008
C 0.721 -2.809 1.709 -0.470
C 0.650 -2.795 0.203 -0.314
C 0.985 -4.163 -0.345 -0.036
N 1.230 -1.690 -0.220 0.093
C 1.869 -1.197 -1.213 -0.126
C 2.929 -0.212 -1.009 -0.186
C 4.052 -0.187 -1.865 -0.055
C 5.188 0.540 -1.511 -0.113
C 5.189 1.309 -0.339 -0.122
C 4.054 1.353 0.480 -0.098
C 2.925 0.606 0.144 -0.026
O 0.815 -3.849 2.343 0.062
H 1.842 -0.367 5.178 0.072
H 2.286 0.129 3.523 0.072
H 0.609 0.306 4.082 0.079
H 2.066 -2.369 3.736 0.125
H 0.332 -2.180 4.207 0.123
H 0.270 -4.870 0.095 0.062
H 0.937 -4.168 -1.444 0.086
H 1.999 -4.489 -0.035 0.096
H 1.677 -1.510 -2.252 0.106
H 4.012 -0.783 -2.779 0.103
H 6.071 0.506 -2.154 0.092
H 6.080 1.874 -0.065 0.087
H 4.040 1.966 1.384 0.095
H 2.026 0.622 0.759 0.111
C -3.899 0.664 -4.502 -0.079
C -2.771 0.490 -3.698 -0.043
C -2.902 -0.217 -2.504 -0.253
C -4.122 -0.742 -2.106 -0.244
C -5.242 -0.601 -2.924 -0.048
C -5.126 0.107 -4.124 -0.080
S -4.119 -1.705 -0.583 0.702
O -4.595 -0.892 0.514 -0.328
O -4.726 -2.981 -0.893 -0.316
C -2.316 -1.846 -0.447 -0.384
C -1.609 -2.968 -0.071 -0.133
C -2.048 -3.788 1.057 -0.228
C -2.441 -3.164 2.255 -0.015
C -2.459 -3.908 3.441 -0.080
C -2.134 -5.269 3.407 -0.100
C -2.065 -5.925 2.173 -0.089
C -2.050 -5.195 0.989 -0.036
S -1.506 -0.688 -1.508 0.683
O -0.644 -1.427 -2.402 -0.316
O -1.033 0.429 -0.732 -0.293
H -3.810 1.233 -5.428 0.101
H -1.798 0.902 -3.968 0.123
H -6.192 -1.038 -2.613 0.120
H -6.001 0.230 -4.766 0.102
H -1.040 -3.463 -0.873 0.093
H -2.649 -2.097 2.241 0.120
H -2.708 -3.422 4.388 0.100
H -1.987 -5.822 4.339 0.096
H -1.963 -7.009 2.129 0.097
H -1.988 -5.672 0.009 0.120
```

Calculated values
relative energy (zero: lowest compared OMol25 entry of this formula, charge and spin)	24.5	kcal/mol
M	510.61	g/mol
LUMO level	2.44	eV
HOMO energy	-3.085	eV
total charge	-1

---

No. 5
A structure of composition C26H25B2BeBr5CaCl2F11I2NO14P in a non-equilibrium geometry. Source: OMol25; level of theory: ωB97M-V/def2-TZVPD.

Geometry as XYZ:
```
91
Properties=species:S:1:pos:R:3:lowdin_charge:R:1
C -5.073 -2.851 0.122 -0.225
C -5.466 -1.661 -0.975 -0.787
I -6.592 -0.116 0.178 0.783
C -4.120 -0.956 -1.656 -1.111
I -3.716 0.844 -0.467 0.750
P -4.492 -0.536 -3.516 0.611
Br -4.005 -2.504 -4.635 0.228
C -3.406 0.901 -4.143 -0.373
C -1.798 0.737 -3.879 -0.222
O -1.286 -0.640 -3.944 -0.193
C -0.779 -1.113 -2.647 -0.119
C 0.825 -0.850 -2.394 -0.137
F 1.280 0.014 -3.547 0.043
F 1.664 -2.072 -2.430 0.040
C 1.154 -0.015 -1.012 -0.106
F 0.378 1.246 -1.078 0.032
F 2.612 0.375 -1.076 0.036
C 0.971 -0.874 0.371 -0.137
F 0.054 -2.038 0.268 -0.058
F 2.325 -1.445 0.718 -0.048
C 0.499 -0.003 1.677 -0.037
F 1.672 0.233 2.598 -0.064
F -0.483 -0.824 2.477 -0.113
H -4.496 -2.370 1.050 0.049
H -6.041 -3.375 0.583 0.127
H -4.413 -3.695 -0.372 0.101
H -6.188 -2.116 -1.799 0.103
H -3.274 -1.779 -1.595 -0.083
H -3.649 1.110 -5.288 0.119
H -3.744 1.872 -3.537 0.109
H -1.458 1.265 -2.884 0.116
H -1.257 1.330 -4.763 0.166
H -1.344 -0.691 -1.711 0.029
H -0.935 -2.291 -2.635 0.168
H -0.046 1.005 1.436 0.194
Ca -2.659 -1.609 -0.059 1.061
F -3.772 -3.295 7.363 0.050
C -2.669 -3.290 6.602 -0.397
C -2.471 -2.258 5.691 -0.020
C -1.320 -2.250 4.902 -0.099
C -0.384 -3.280 5.027 -0.152
C -0.595 -4.314 5.941 -0.128
C -1.740 -4.316 6.737 -0.320
H -3.212 -1.471 5.602 0.115
H -1.152 -1.444 4.192 0.065
H 0.511 -3.276 4.409 -0.113
H 0.133 -5.116 6.034 0.090
H -1.915 -5.106 7.459 0.053
Cl -4.760 3.041 0.076 -0.295
Br -3.239 -5.957 5.687 0.084
B -4.735 7.832 -2.716 -0.972
O -5.061 8.090 -1.309 0.220
C -4.328 7.246 -0.571 -0.407
O -4.359 7.198 0.648 0.115
C -3.518 6.426 -1.431 -0.418
O -2.739 5.558 -1.072 0.078
O -3.741 6.754 -2.711 0.217
F -4.175 9.027 -3.328 0.063
F -5.926 7.412 -3.437 0.062
Be 1.601 -2.826 2.999 0.448
C 4.284 -4.434 6.010 -1.574
Br 3.285 -3.634 4.544 0.510
Br 3.108 -5.226 7.341 0.574
Br 5.614 -5.702 5.372 0.563
H 4.828 -3.623 6.506 -0.025
C 3.728 2.377 2.361 0.035
C 3.801 3.868 2.537 -0.461
O 3.627 4.646 1.602 -0.221
N 4.072 4.352 3.782 0.033
C 4.305 3.608 4.998 -0.042
H 3.505 2.143 1.316 0.097
H 4.688 1.923 2.621 0.114
H 2.930 1.966 2.985 0.080
H 4.105 5.365 3.823 0.106
H 3.555 3.912 5.731 0.101
H 5.299 3.869 5.369 0.099
H 4.247 2.530 4.843 0.086
B 4.418 -1.484 -6.579 -0.930
O 4.533 -0.027 -6.462 0.244
C 3.287 0.451 -6.334 -0.392
O 3.019 1.636 -6.213 0.136
C 2.341 -0.633 -6.360 -0.396
O 1.129 -0.532 -6.265 0.119
O 2.988 -1.799 -6.506 0.243
O 4.995 -1.956 -7.842 0.242
C 5.974 -2.815 -7.526 -0.389
O 6.665 -3.396 -8.347 0.137
C 6.074 -2.937 -6.095 -0.390
O 6.866 -3.640 -5.488 0.134
O 5.159 -2.155 -5.506 0.237
Cl 4.424 6.457 1.553 0.536
```

Calculated values
M	1610.38	g/mol
LUMO level	-4.11	eV
HOMO energy	-5.209	eV
total charge	-1

---

No. 6
An isolated molecule of C26H25BF3N in a non-equilibrium geometry. Source: OMol25; level of theory: ωB97M-V/def2-TZVPD.

Geometry as XYZ:
```
56
Properties=species:S:1:pos:R:3:lowdin_charge:R:1
C -0.783 1.151 -7.967 -0.066
C -0.647 0.738 -6.501 -0.276
C -1.324 -0.394 -6.035 -0.046
C -1.225 -0.757 -4.701 -0.032
C -0.474 -0.017 -3.781 -0.218
C -0.403 -0.488 -2.400 -0.047
C 0.270 0.046 -1.383 -0.025
C 0.265 -0.402 0.107 -0.170
C 1.449 0.241 0.835 -0.194
C 2.178 -0.510 1.758 -0.023
C 3.124 0.096 2.559 -0.036
C 3.386 1.461 2.416 -0.275
C 4.490 2.088 3.233 -0.061
C 2.692 2.216 1.466 -0.040
C 1.752 1.603 0.657 -0.052
C 0.260 1.081 -4.269 -0.024
C 0.164 1.463 -5.611 -0.043
H -0.183 2.061 -8.192 0.074
H -0.433 0.345 -8.656 0.084
H -1.841 1.361 -8.259 0.084
H -1.943 -0.965 -6.727 0.115
H -1.745 -1.640 -4.356 0.113
H -0.985 -1.388 -2.211 0.101
H 0.834 0.981 -1.613 0.092
H 0.197 -1.520 0.183 0.150
H 1.967 -1.568 1.832 0.120
H 3.700 -0.508 3.241 0.113
H 4.520 3.176 3.070 0.074
H 4.300 1.911 4.304 0.081
H 5.490 1.668 3.006 0.088
H 2.936 3.261 1.321 0.110
H 1.233 2.198 -0.081 0.106
H 0.912 1.649 -3.608 0.102
H 0.698 2.335 -6.009 0.109
C -2.293 -3.076 3.502 0.027
N -1.771 -1.959 2.729 0.015
C -1.753 -1.766 1.406 0.120
B -2.172 -3.068 0.503 -1.042
F -2.127 -2.718 -0.858 0.106
F -1.213 -4.058 0.788 0.117
F -3.484 -3.362 0.910 0.114
C -1.028 -0.446 1.018 -0.071
C -1.064 0.154 2.443 -0.118
C -1.332 -0.799 3.392 -0.154
C -1.388 -0.520 4.777 0.005
C -0.998 0.762 5.147 -0.068
C -0.669 1.744 4.179 -0.061
C -0.765 1.463 2.820 -0.010
H -2.218 -2.858 4.572 0.079
H -3.347 -3.247 3.278 0.111
H -1.761 -4.004 3.277 0.113
H -1.702 0.091 0.223 0.203
H -1.750 -1.286 5.446 0.095
H -1.001 1.000 6.221 0.110
H -0.419 2.737 4.525 0.101
H -0.576 2.244 2.073 0.123
```

Calculated values
M	419.30	g/mol
LUMO level	-0.53	eV
HOMO energy	-8.188	eV
total charge	0

---

No. 7
A structure of composition C26H25BN12S2V in a non-equilibrium geometry. Source: OMol25; level of theory: ωB97M-V/def2-TZVPD.

Geometry as XYZ:
```
67
Properties=species:S:1:pos:R:3:lowdin_charge:R:1
V -0.654 0.354 -0.492 0.919
C 3.470 -0.218 -0.779 0.012
C 2.219 -0.023 -1.340 -0.074
N 1.325 0.214 -0.373 -0.078
N 1.985 0.204 0.817 0.073
C 3.281 -0.066 0.586 -0.003
B 1.248 0.838 2.040 -0.620
N 0.662 2.163 1.450 0.045
C 0.968 3.429 1.773 0.000
C 0.416 4.271 0.825 0.004
C -0.215 3.424 -0.076 -0.127
N -0.060 2.152 0.309 -0.114
N 0.037 -0.054 2.399 0.035
C -0.348 -0.622 3.551 -0.015
C -1.604 -1.178 3.371 0.003
C -1.924 -0.899 2.049 -0.111
N -0.920 -0.233 1.465 -0.079
N 2.080 1.147 3.250 -0.023
C 1.619 1.644 4.441 -0.104
C 2.699 2.014 5.188 -0.037
C 3.810 1.719 4.368 -0.117
N 3.430 1.217 3.213 0.074
H 4.388 -0.433 -1.296 0.118
H 1.930 -0.033 -2.378 0.127
H 3.980 -0.108 1.399 0.118
H 1.544 3.658 2.655 0.139
H 0.472 5.344 0.782 0.118
H -0.774 3.695 -0.953 0.090
H 0.283 -0.605 4.424 0.138
H -2.204 -1.705 4.092 0.118
H -2.831 -1.140 1.523 0.112
H 0.564 1.711 4.659 0.127
H 2.709 2.431 6.180 0.107
H 4.858 1.862 4.575 0.115
S 0.481 -2.944 -3.342 1.212
C 0.822 -3.593 -1.763 -0.426
C 1.467 -4.781 -1.450 -0.056
C 1.669 -5.078 -0.117 -0.042
C 1.219 -4.207 0.880 -0.040
C 0.570 -3.031 0.568 -0.001
C 0.369 -2.707 -0.775 -0.268
N -0.242 -1.568 -1.293 -0.058
C -0.232 -1.559 -2.610 -0.567
C -0.647 -0.376 -3.337 -0.306
C -0.803 -0.368 -4.728 -0.019
C -1.119 0.811 -5.373 -0.041
C -1.262 1.981 -4.640 -0.031
C -1.116 1.973 -3.253 -0.096
C -0.809 0.801 -2.588 -0.176
H 1.808 -5.446 -2.232 0.124
H 2.178 -5.991 0.158 0.122
H 1.379 -4.467 1.917 0.120
H 0.217 -2.374 1.349 0.089
H -0.666 -1.288 -5.285 0.111
H -1.252 0.822 -6.446 0.122
H -1.495 2.911 -5.143 0.121
H -1.257 2.902 -2.719 0.075
N -2.585 -0.955 -1.315 0.014
N -3.892 -0.469 -1.310 -0.012
C -4.094 0.790 -0.911 -0.745
N -5.314 1.303 -0.952 0.156
S -2.786 1.703 -0.367 0.874
H -2.290 -1.139 -2.268 0.090
H -2.533 -1.820 -0.790 0.123
H -4.652 -1.038 -1.656 0.176
H -6.115 0.781 -1.271 0.137
H -5.464 2.247 -0.635 0.124
```

Calculated values
multiplicity	2
relative energy (zero: lowest compared OMol25 entry of this formula, charge and spin)	13.9	kcal/mol
M	631.46	g/mol
LUMO level (alpha / beta)	-7.62 / -7.03	eV
HOMO energy (alpha / beta)	-13.943 / -13.944	eV
total charge	+2